Below is a cluster of 5 separate species, C26H53BN2O10S4 in total in a non-equilibrium geometry, with properties calculated with ωB97M-V/def2-TZVPD.

The geometry in XYZ format:
```
96
Properties=species:S:1:pos:R:3:forces:R:3
C 1.4823 3.2660 1.7184 -0.058 -0.060 0.135
C 1.2227 2.1343 0.7296 0.040 0.068 -0.125
C -0.1430 1.4507 0.8889 -0.041 -0.114 -0.087
C -0.6249 1.1033 2.3012 -0.093 -0.144 -0.023
C -0.1892 -0.2674 2.8081 -0.011 -0.191 0.288
C 1.3444 -0.4969 2.9484 -0.178 0.082 0.062
B 1.7982 -1.8944 2.4195 0.029 0.063 0.214
N 1.2202 -3.1022 2.9088 0.166 -0.347 -1.107
N 2.8879 -2.0439 1.3618 -0.044 0.321 0.187
C 4.0625 -1.3166 1.6640 0.135 -0.395 -0.130
C 4.4758 -0.1775 0.7601 0.124 -0.124 -0.141
O 4.6885 -1.6000 2.6560 -0.099 0.249 0.161
C 2.3569 -1.9398 0.0420 0.235 -0.003 0.170
C 3.0109 -2.8146 -0.9908 0.275 0.443 -0.346
O 1.4250 -1.2210 -0.2132 -0.349 -0.280 -0.006
H 0.6570 3.9840 1.7098 0.086 0.016 -0.056
H 2.4122 3.7889 1.4831 -0.088 0.026 -0.028
H 1.5624 2.8991 2.7455 0.038 -0.018 -0.055
H 1.2635 2.5501 -0.2820 0.034 -0.013 -0.002
H 2.0384 1.4040 0.7709 -0.130 0.039 0.083
H -0.8920 2.0970 0.4165 0.038 0.044 0.126
H -0.1307 0.5173 0.3148 -0.041 0.158 -0.084
H -1.7185 1.0707 2.2875 0.038 0.099 0.008
H -0.3709 1.8641 3.0421 0.053 0.029 -0.149
H -0.6464 -0.4088 3.7927 -0.042 -0.062 -0.074
H -0.6407 -1.0326 2.1596 0.081 0.093 -0.074
H 1.8955 0.3277 2.4930 -0.025 -0.102 0.005
H 1.5881 -0.4869 4.0180 0.066 0.110 -0.065
H 0.2303 -3.2542 2.7700 -0.089 0.245 0.703
H 1.7215 -3.9226 2.5881 -0.133 -0.036 -0.017
H 5.3877 -0.4575 0.2260 -0.028 0.040 0.056
H 4.7125 0.6728 1.4000 0.015 -0.037 -0.052
H 3.7121 0.1134 0.0408 0.039 -0.006 0.042
H 2.8521 -2.3593 -1.9705 -0.094 -0.117 0.043
H 4.0830 -2.9040 -0.8029 -0.071 -0.117 0.087
H 2.5656 -3.8115 -0.9739 0.022 0.044 0.108
O -2.5629 4.1825 2.7452 0.064 0.003 0.008
S -3.1390 3.4852 3.8680 -0.115 -0.151 0.083
O -2.3797 2.4847 4.5731 0.073 0.074 0.054
C -3.7781 4.6857 5.0368 -0.091 0.083 -0.017
C -5.2143 4.9181 4.5816 0.002 -0.017 -0.019
C -5.7782 3.5308 4.2410 0.033 0.007 -0.012
C -4.7359 2.8098 3.3801 -0.078 -0.044 0.039
H -3.1413 5.5666 5.0036 0.029 -0.022 -0.020
H -3.7346 4.2243 6.0229 0.014 -0.011 -0.005
H -5.7989 5.4160 5.3542 -0.009 0.000 -0.008
H -5.2215 5.5536 3.6934 0.007 0.006 0.003
H -5.9493 2.9688 5.1611 0.015 0.004 0.007
H -6.7308 3.6006 3.7177 -0.008 -0.008 0.014
H -4.7012 1.7333 3.5359 0.030 0.004 -0.055
H -4.8538 3.0249 2.3196 0.039 0.029 0.001
O -4.1750 -0.6850 2.6690 -0.023 0.102 0.033
S -4.9006 -1.9116 2.8881 0.028 -0.022 -0.040
O -6.0728 -1.9172 3.7239 -0.015 0.038 0.006
C -5.2656 -2.6419 1.2925 0.022 -0.090 -0.042
C -4.0512 -3.5158 0.9993 0.030 0.028 0.012
C -3.7171 -4.2327 2.3152 -0.004 0.033 -0.001
C -3.7381 -3.1786 3.4271 0.035 -0.096 0.009
H -5.4250 -1.8366 0.5796 -0.011 0.034 0.040
H -6.1754 -3.2308 1.4079 0.002 0.001 0.007
H -4.2557 -4.2193 0.1936 0.010 -0.006 0.003
H -3.2123 -2.8874 0.6917 -0.005 0.006 -0.007
H -4.4685 -4.9986 2.5157 -0.015 0.012 0.000
H -2.7486 -4.7293 2.2701 -0.008 -0.014 -0.004
H -4.0831 -3.5605 4.3846 0.004 0.033 0.013
H -2.7764 -2.6828 3.5514 -0.023 0.053 -0.022
O -0.1229 4.8438 -4.5415 0.008 0.023 -0.007
S 0.4694 3.7976 -3.7456 0.044 -0.186 0.050
O 1.2018 4.1223 -2.5487 0.012 0.106 0.023
C -0.7792 2.5632 -3.3837 -0.036 -0.073 -0.015
C -0.6885 1.5871 -4.5511 0.020 0.033 -0.035
C 0.8097 1.3666 -4.8020 -0.034 0.066 0.071
C 1.4764 2.7475 -4.8119 0.001 -0.116 -0.036
H -1.7368 3.0692 -3.2856 0.022 0.040 0.015
H -0.5007 2.0932 -2.4398 0.006 0.013 0.007
H -1.2000 0.6525 -4.3251 0.008 -0.005 -0.003
H -1.1592 2.0235 -5.4350 -0.015 0.004 0.005
H 1.2306 0.7559 -4.0018 -0.021 0.023 -0.041
H 0.9905 0.8396 -5.7376 0.006 -0.025 0.024
H 2.4861 2.7391 -4.4090 0.004 0.054 -0.003
H 1.4706 3.2084 -5.7980 -0.033 0.030 0.011
O 2.1764 -2.7604 -6.3002 -0.046 0.047 0.012
S 3.1488 -2.2311 -5.3788 0.119 -0.066 0.005
O 2.7668 -1.2205 -4.4231 -0.015 -0.041 0.011
C 3.9518 -3.5955 -4.5386 0.096 -0.120 0.000
C 5.1341 -3.9469 -5.4341 -0.018 0.074 -0.053
C 5.7477 -2.6055 -5.8613 -0.019 -0.007 0.009
C 4.5983 -1.6944 -6.3059 0.099 0.007 0.008
H 3.2305 -4.4000 -4.4142 -0.067 0.061 0.004
H 4.2783 -3.2264 -3.5672 0.009 -0.002 -0.002
H 5.8549 -4.5727 -4.9103 0.001 -0.002 -0.006
H 4.7841 -4.4973 -6.3096 -0.003 -0.004 0.003
H 6.2667 -2.1563 -5.0124 -0.010 -0.003 0.008
H 6.4751 -2.7300 -6.6618 0.007 0.004 0.006
H 4.7666 -0.6439 -6.0824 -0.036 0.012 -0.021
H 4.3557 -1.8172 -7.3597 -0.043 -0.018 0.011
```
Positions in Å, forces in eV/Å.

Summary:
* spin multiplicity: 1
* total energy: -95295.103 eV
* LUMO: 0.225 eV
* HOMO-LUMO gap: 9.7743 eV
* molecular weight: 692.79 g mol⁻¹

Löwdin atomic charge list, values in e, 6 entries: -0.099, -0.255, -0.196, -0.214, -0.195, -0.070